Entry 1:
Density functional theory data (the ωB97M-V functional and the def2-TZVPD basis) for a cluster of 2 separate species, Cl3OP2 in total at a distorted geometry.

Structure (XYZ):
```
6
Cl3OP2, DFT the ωB97M-V functional and the def2-TZVPD basis
Cl -1.4868 2.6813 -0.1718
Cl 1.1575 1.6517 -1.6377
P -0.3858 -1.9428 0.9828
Cl 1.3351 -2.8931 1.8286
O 0.1214 -0.7306 0.2716
P -0.7414 1.2336 -1.2733
```

The calculation puts the HOMO-LUMO gap at 7.52 eV. The value obtained for the total energy is -58185.7929 eV. The spin multiplicity is 1. As for the total charge: +1.

---

Entry 2:
Density functional theory data (the ωB97M-V functional and the def2-TZVPD basis) for a cluster of 2 separate species, CH3N3O2 in total at a distorted geometry.

Structure (XYZ):
```
9
CH3N3O2, DFT the ωB97M-V functional and the def2-TZVPD basis
N 1.6468 -0.3372 0.1874
O 2.0995 -2.4387 -0.4385
H -2.0338 0.5249 -0.9770
O -0.8316 -0.5997 1.2032
H -0.9285 1.6784 -0.9402
C -0.7167 0.4436 0.6762
H 0.1039 1.2552 0.9027
N 1.9106 -1.3482 -0.1208
N -1.2504 0.8218 -0.4929
```

The calculation puts the HOMO-LUMO gap at 11.07 eV. The value obtained for the total energy is -9648.6146 eV. The spin multiplicity is 1. The SMILES is N#[N+][O-].NC=O.

---

Entry 3:
Density functional theory data (the ωB97M-V functional and the def2-TZVPD basis) for a structure of composition CHCuMgO2 at a distorted geometry.

Structure (XYZ):
```
6
CHCuMgO2, DFT the ωB97M-V functional and the def2-TZVPD basis
Cu 2.6698 0.6126 -2.1129
H -0.1824 -0.0372 -0.0491
O 0.5547 -1.1177 1.1926
Mg 2.3761 -2.0588 0.9324
O 1.8234 -0.6002 -0.4551
C 0.8781 -0.2534 0.3370
```

The calculation puts the HOMO-LUMO gap at 8.67 eV. The value obtained for the total energy is -55212.9012 eV. The spin multiplicity is 1. As for the total charge: +2.

---

Entry 4:
Density functional theory data (the ωB97M-V functional and the def2-TZVPD basis) for the molecule C17H27NO2 at a distorted geometry.

Structure (XYZ):
```
47
C17H27NO2, DFT the ωB97M-V functional and the def2-TZVPD basis
O 2.9582 -1.5036 2.2377
H 4.9413 -1.9844 1.9556
H -2.5635 2.4134 1.9602
H 3.2228 2.4141 -1.3494
H 0.1432 -2.5799 -1.9488
H -1.7309 -0.5746 1.2758
H -0.2443 0.1371 -2.6857
C -4.0176 0.9731 1.2313
C 2.0967 -1.6529 1.1809
H -5.8306 -0.0475 0.6231
H -3.6442 -0.5003 -0.2854
C 4.3554 0.5815 -1.4558
C 0.2605 -1.2673 -0.2712
H -3.6883 3.0567 0.7616
H -3.8734 0.3176 2.0979
C 0.9662 -0.9307 0.8895
H 0.6548 -0.1318 1.5395
C 3.1143 1.3646 -1.0548
C 0.7032 1.4481 -1.3025
H -1.6067 -1.1530 -1.2577
H 0.6803 1.6055 -0.2104
H 0.6555 2.4381 -1.7712
H -5.6763 1.5926 -0.0093
C 1.8440 -3.0593 -0.7592
C 3.9613 -2.4789 2.0578
O 3.6881 -3.2288 0.8947
H 5.2422 1.0178 -1.0032
C -3.5937 2.3889 1.6155
N 1.9476 0.8353 -1.7318
H -1.3500 1.2735 -1.9191
H -1.2520 1.0526 0.7795
C -5.4996 0.9614 0.8593
H 3.9847 -3.1492 2.9319
C -0.5012 0.6138 -1.7385
H 4.4669 0.5934 -2.5366
H -4.2248 2.7672 2.4166
C -3.1841 0.4269 0.0661
H -6.1040 1.3353 1.6826
H 4.2700 -0.4540 -1.1304
C 0.7007 -2.3242 -1.0602
H 2.1759 -3.8721 -1.3829
H 3.0015 1.3375 0.0462
C -0.9382 -0.4677 -0.7233
H 1.9034 -0.1664 -1.5728
C -1.7329 0.1339 0.4441
H -3.2198 1.1439 -0.7566
C 2.5371 -2.6971 0.3696
```

The calculation puts the HOMO-LUMO gap at 8.93 eV. The value obtained for the total energy is -23651.9780 eV. The spin multiplicity is 1. The SMILES is CCNCC[C@H](CCC(C)C)c1ccc2c(c1)OCO2.